Computed, not measured: 5 unconnected molecules or ions with the total composition H10O5 at a distorted geometry, with ωB97M-V/def2-TZVPD.

Each atom is followed by the atoms it is bonded to, with distances in Å.
Atoms and positions in Å:
1 O -1.54767 -1.17992 0.09341  H13 1.007, H15 1.047
2 O 2.82555 0.52548 -0.43087  H10 0.980, H14 1.042
3 O -2.18062 -0.39654 -2.70609  H6 0.958, H7 0.958
4 O 0.04672 1.00552 -0.10454  H8 0.902, H11 0.887
5 O -0.07107 -0.18378 2.45000  H9 0.851, H12 0.870
6 H -1.94906 -0.44079 -1.77736  O3 0.958
7 H -1.28072 -0.28737 -3.01575  O3 0.958
8 H 0.91912 1.13170 -0.29581  O4 0.902
9 H -0.28466 -0.89216 2.03032  O5 0.851
10 H 2.77366 -0.08861 0.33072  O2 0.980
11 H 0.05843 0.90010 0.77631  O4 0.887
12 H 0.75588 -0.15766 2.71786  O5 0.870
13 H -1.14259 -0.30486 -0.19645  O1 1.007
14 H 3.58586 1.18625 -0.16619  O2 1.042
15 H -2.50883 -0.81735 0.29444  O1 1.047

Summary:
SMILES: O.O.O.O.O
Multiplicity: 1
Energy above the lowest of the compared OMol25 structures with the same formula, charge and spin in eV: 2.306
HOMO level in eV: -10.8869
Charge: 0